{
  "formula": "C25H30BBaN10O",
  "method": "ωB97M-V/def2-TZVPD",
  "symbols": ["Ba", "O", "N", "N", "N", "N", "N", "N", "N", "N", "N", "N", "C", "C", "C", "C", "C", "C", "C", "C", "C", "C", "C", "C", "C", "C", "C", "C", "C", "C", "C", "C", "C", "C", "C", "C", "C", "B", "H", "H", "H", "H", "H", "H", "H", "H", "H", "H", "H", "H", "H", "H", "H", "H", "H", "H", "H", "H", "H", "H", "H", "H", "H", "H", "H", "H", "H", "H"],
  "positions_angstrom": [[-0.05425, 0.34115, 0.18849], [1.44063, 1.69866, 2.52127], [2.89871, -1.58235, -3.09174], [0.04973, 6.12368, 3.47013], [3.88632, -2.49213, -2.88091], [-0.31231, -1.75229, -1.07392], [2.77346, -0.93003, -0.64646], [0.18087, 0.67098, -2.69277], [2.13751, -1.18633, 0.54602], [1.49390, 0.38015, -2.44212], [0.79369, -2.01897, -1.82173], [-1.60734, 2.88414, 0.34962], [-0.09582, 0.80170, 4.23883], [-0.39169, 5.58594, 2.55766], [4.29103, -2.87047, -4.08171], [-1.91700, 4.97456, -0.78039], [-0.47554, -3.82627, -1.90772], [2.28414, 1.36445, -2.92418], [-1.37287, 5.65434, 0.29820], [0.71075, -3.26184, -2.32503], [3.54825, -2.22540, -5.09614], [-0.96372, 4.92479, 1.39724], [2.77472, -1.45440, 2.90953], [2.07990, 2.39971, 3.56610], [1.49045, 2.31995, -3.50449], [-2.38895, -2.87352, -0.39785], [0.31101, 0.82340, 2.78285], [-1.08117, -2.83402, -1.12578], [3.08280, -1.16417, 1.47860], [0.17752, 1.82732, -3.34404], [-2.00546, 3.59573, -0.70381], [4.33758, -0.87747, 0.90642], [4.09180, -0.74635, -0.43607], [-1.10316, 3.54081, 1.39675], [5.41401, -3.84920, -4.23243], [-1.09884, 2.39779, -3.87425], [2.66082, -1.43053, -4.41665], [2.00495, -1.04685, -1.97845], [-2.26001, 5.49660, -1.66201], [0.71679, 0.67104, 4.96961], [1.50561, -3.65806, -2.93692], [1.88391, -0.77077, -4.77072], [5.28747, -0.80353, 1.40942], [-2.41797, 3.03407, -1.53324], [2.41068, -2.47673, 3.02420], [-3.03011, -2.03634, -0.67906], [1.37995, 3.02312, 4.13198], [-2.24921, -2.84656, 0.68449], [-1.27101, 6.73184, 0.28530], [2.83488, 3.04268, 3.11401], [4.76357, -0.57948, -1.26149], [3.35715, 1.29610, -2.84031], [-1.95852, 1.89569, -3.43134], [1.99349, -0.78139, 3.26596], [2.57405, 1.71721, 4.26403], [5.52575, -4.15022, -5.27348], [3.65148, -2.33286, -6.16343], [6.36055, -3.41776, -3.90452], [-1.17244, 3.47122, -3.69174], [-0.64673, 1.69882, 4.57826], [-0.84860, -4.81052, -2.13535], [1.80604, 3.22952, -3.98780], [5.23512, -4.74254, -3.63461], [-0.78638, 2.93127, 2.24028], [3.67042, -1.34165, 3.51995], [-1.16218, 2.24784, -4.95342], [-0.77946, -0.03859, 4.38176], [-2.92903, -3.78953, -0.63102]],
  "forces_ev_per_angstrom": [[0.109, 1.782, 1.119], [-0.586, -0.304, -0.303], [-0.022, 0.036, 0.018], [0.055, 0.029, 0.079], [-0.119, 0.158, -0.052], [-0.059, -1.580, -0.918], [-0.132, -0.248, 0.038], [0.261, 0.030, -0.342], [0.600, -0.105, -0.202], [-0.225, -0.230, -0.005], [-0.069, 0.229, 0.079], [0.109, 0.058, 0.169], [-0.015, -0.035, 0.026], [-0.260, -0.241, -0.476], [0.100, -0.080, 0.010], [0.082, 0.045, 0.177], [-0.019, 0.025, -0.005], [0.083, -0.095, 0.150], [-0.161, 0.220, -0.418], [0.098, 0.040, -0.035], [-0.049, -0.065, 0.023], [0.295, 0.096, 0.756], [0.007, 0.015, -0.007], [0.017, 0.010, 0.071], [-0.094, 0.004, -0.034], [-0.034, -0.070, -0.017], [0.049, 0.414, 0.637], [0.000, -0.057, 0.015], [0.062, 0.015, -0.015], [-0.022, 0.026, 0.015], [-0.111, 0.018, -0.159], [-0.043, -0.036, 0.095], [-0.072, 0.017, -0.150], [-0.046, -0.123, -0.122], [-0.015, -0.002, -0.048], [-0.018, 0.039, -0.015], [0.123, 0.077, -0.010], [-0.108, -0.092, 0.008], [0.008, 0.013, 0.005], [0.028, -0.041, -0.102], [-0.035, -0.008, 0.019], [0.036, -0.003, -0.001], [-0.036, -0.008, -0.007], [0.012, -0.012, 0.034], [0.011, 0.002, -0.016], [0.024, 0.021, -0.016], [0.018, 0.001, -0.015], [0.042, 0.012, 0.003], [0.007, -0.024, 0.023], [-0.005, -0.011, -0.016], [-0.007, -0.018, 0.014], [-0.004, 0.019, -0.001], [0.034, -0.018, 0.019], [0.008, -0.018, 0.013], [0.027, 0.007, -0.002], [-0.017, 0.003, 0.003], [-0.004, -0.009, 0.032], [-0.014, 0.022, 0.007], [0.011, -0.020, 0.022], [0.071, 0.002, -0.091], [0.002, 0.028, 0.006], [-0.016, -0.019, 0.003], [-0.013, 0.014, 0.015], [0.022, -0.014, -0.065], [-0.022, 0.022, -0.003], [0.035, 0.008, -0.003], [-0.015, 0.031, -0.016], [0.019, -0.003, -0.014]],
  "largest_force_ev_per_a": 2.11,
  "de_lowest_kcal_mol": 0.0,
  "e_homo_ev": [-5.20, -7.26],
  "charge": 0,
  "gap_ev": [4.93, 6.98],
  "spin_multiplicity": 2
}